{
  "formula": "C24H15Co2F3O8S",
  "method": "ωB97M-V/def2-TZVPD",
  "elements": ["C", "C", "C", "C", "C", "C", "S", "C", "F", "F", "F", "O", "O", "C", "C", "H", "H", "H", "H", "H", "H", "H", "H", "O", "C", "Co", "C", "O", "C", "O", "C", "C", "C", "C", "C", "C", "C", "C", "C", "Co", "C", "O", "C", "O", "C", "O", "H", "H", "H", "H", "H", "H", "H"],
  "positions_angstrom": [[-4.782, 0.222, 3.897], [-3.341, 0.089, 3.522], [-2.769, -1.182, 3.430], [-1.438, -1.335, 3.073], [-0.658, -0.218, 2.743], [0.745, -0.418, 2.192], [1.821, 0.836, 2.968], [3.596, 0.266, 2.888], [4.344, 1.160, 3.558], [3.726, -0.953, 3.453], [4.045, 0.206, 1.616], [1.776, 2.046, 2.169], [1.520, 0.894, 4.377], [-1.215, 1.070, 2.886], [-2.542, 1.210, 3.276], [-5.064, 1.269, 4.020], [-5.415, -0.220, 3.120], [-5.000, -0.310, 4.829], [-3.377, -2.060, 3.653], [-0.985, -2.326, 3.032], [1.181, -1.379, 2.515], [-0.630, 1.955, 2.627], [-2.949, 2.214, 3.404], [1.461, 2.321, -0.449], [1.043, 1.385, 0.083], [0.360, -0.304, 0.299], [-0.198, -1.997, 0.538], [-0.381, -3.128, 0.729], [-1.254, 0.303, -0.179], [-2.247, 0.755, -0.559], [0.964, -0.483, -2.639], [1.118, 0.636, -3.508], [0.389, 1.822, -3.239], [0.480, 2.923, -4.079], [1.270, 2.863, -5.230], [1.956, 1.682, -5.542], [1.892, 0.581, -4.692], [1.091, -0.891, -1.359], [1.980, -0.965, -0.206], [0.116, -2.035, -2.494], [-1.508, -2.115, -1.781], [-2.578, -2.226, -1.367], [-0.549, -2.045, -4.123], [-1.032, -2.046, -5.175], [0.817, -3.680, -2.332], [1.172, -4.778, -2.342], [-0.280, 1.840, -2.374], [-0.075, 3.827, -3.820], [1.349, 3.736, -5.873], [2.551, 1.621, -6.455], [2.421, -0.348, -4.919], [2.241, -1.991, 0.077], [2.844, -0.300, -0.241]],
  "nbo_charge": [-0.612, -0.091, -0.196, -0.254, -0.028, -0.734, 2.069, 0.745, -0.320, -0.321, -0.306, -0.936, -0.946, -0.186, -0.220, 0.200, 0.207, 0.196, 0.193, 0.212, 0.225, 0.213, 0.192, -0.541, 0.708, -0.109, 0.720, -0.615, 0.669, -0.548, -0.408, 0.068, -0.257, -0.210, -0.318, -0.225, -0.264, -0.182, -0.639, -0.095, 0.435, -0.618, 0.542, -0.604, 0.474, -0.613, 0.199, 0.184, 0.179, 0.182, 0.207, 0.185, 0.191],
  "total_charge": -2,
  "gap_ev": 3.12,
  "largest_force_ev_per_a": 6.2
}



{
  "formula": "C19H20O5",
  "method": "ωB97M-V/def2-TZVPD",
  "elements": ["C", "O", "C", "C", "C", "C", "C", "C", "C", "O", "O", "C", "C", "O", "C", "C", "C", "C", "C", "O", "C", "C", "C", "C", "H", "H", "H", "H", "H", "H", "H", "H", "H", "H", "H", "H", "H", "H", "H", "H", "H", "H", "H", "H"],
  "positions_angstrom": [[2.266, 0.307, 3.615], [1.560, -0.822, 3.163], [0.462, -0.625, 2.377], [0.014, 0.605, 1.920], [-1.113, 0.684, 1.118], [-1.818, -0.449, 0.748], [-3.068, -0.434, -0.095], [-3.436, 0.906, -0.744], [-2.482, 1.223, -1.869], [-2.452, 0.642, -2.922], [-1.662, 2.231, -1.552], [-0.706, 2.653, -2.517], [0.723, 2.591, -1.978], [1.428, 3.572, -2.042], [1.197, 1.314, -1.406], [2.334, 1.355, -0.591], [2.840, 0.189, -0.059], [2.233, -1.031, -0.314], [1.105, -1.084, -1.127], [0.439, -2.218, -1.460], [0.918, -3.450, -0.976], [0.595, 0.093, -1.675], [-1.362, -1.680, 1.216], [-0.247, -1.773, 2.019], [1.633, 0.955, 4.230], [2.676, 0.886, 2.782], [3.082, -0.080, 4.223], [0.532, 1.516, 2.176], [-1.422, 1.660, 0.783], [-3.906, -0.748, 0.536], [-2.963, -1.181, -0.888], [-4.432, 0.812, -1.180], [-3.439, 1.713, -0.014], [-0.927, 3.693, -2.777], [-0.794, 2.026, -3.414], [2.799, 2.309, -0.400], [3.726, 0.216, 0.559], [2.649, -1.925, 0.121], [0.909, -3.481, 0.117], [1.930, -3.657, -1.341], [0.235, -4.203, -1.366], [-0.252, -0.003, -2.334], [-1.897, -2.579, 0.945], [0.096, -2.725, 2.393]],
  "nbo_charge": [-0.253, -0.517, 0.382, -0.344, -0.140, -0.075, -0.407, -0.502, 0.816, -0.606, -0.509, -0.187, 0.553, -0.519, -0.171, -0.190, -0.206, -0.274, 0.297, -0.495, -0.253, -0.174, -0.180, -0.291, 0.177, 0.177, 0.199, 0.221, 0.211, 0.220, 0.228, 0.242, 0.225, 0.216, 0.234, 0.232, 0.215, 0.224, 0.181, 0.178, 0.202, 0.232, 0.210, 0.220],
  "smiles": "COc1ccc(CCC(=O)OCC(=O)c2cccc(OC)c2)cc1",
  "gap_ev": 8.57,
  "de_lowest_kj_mol": 12.6,
  "largest_force_ev_per_a": 0.8
}



{
  "formula": "C13H28LaN6O6S",
  "method": "ωB97M-V/def2-TZVPD",
  "elements": ["O", "H", "La", "N", "N", "N", "N", "O", "O", "O", "O", "C", "C", "C", "C", "C", "H", "H", "H", "C", "H", "H", "H", "C", "C", "H", "H", "H", "H", "H", "H", "H", "H", "C", "H", "H", "H", "O", "H", "H", "S", "C", "N", "C", "C", "C", "N", "H", "H", "H", "H", "H", "H", "H", "H"],
  "positions_angstrom": [[0.250, -1.319, -3.718], [-0.037, -1.651, -4.563], [0.428, -0.005, -1.836], [2.074, -1.959, -1.371], [-0.284, -2.201, -0.579], [0.468, 2.565, -1.386], [-1.426, 1.425, 0.098], [2.738, -1.296, -2.260], [1.633, 3.200, -1.872], [-2.257, 0.911, 1.102], [-1.459, -2.243, -0.060], [0.177, -3.301, -1.268], [1.453, -3.125, -1.827], [-0.124, 3.326, -0.468], [-1.235, 2.724, 0.282], [2.038, -3.889, -2.939], [1.859, -3.385, -3.903], [1.620, -4.894, -2.957], [3.117, -3.952, -2.794], [-0.695, -4.468, -1.515], [-1.622, -4.191, -2.030], [-1.002, -4.988, -0.602], [-0.192, -5.207, -2.135], [0.325, 4.721, -0.171], [-2.006, 3.565, 1.276], [1.019, 5.038, -0.956], [0.856, 4.732, 0.798], [-0.539, 5.402, -0.097], [-2.602, 2.908, 1.919], [-2.687, 4.271, 0.771], [-1.318, 4.160, 1.897], [1.990, 2.673, -2.611], [-2.460, -0.007, 0.843], [-1.793, 0.337, -2.879], [-1.422, -0.096, -3.809], [-2.090, 1.367, -3.063], [-2.634, -0.293, -2.592], [1.528, 0.885, -4.096], [1.309, -0.095, -4.235], [0.932, 1.346, -4.727], [1.956, 0.049, 1.202], [1.079, -0.127, 2.674], [-0.069, -0.829, 2.768], [-0.813, -1.062, 4.010], [-0.579, 0.067, 4.986], [0.884, 0.393, 5.123], [1.526, 0.441, 3.817], [-0.356, -1.310, 1.909], [-0.509, -2.025, 4.442], [-1.869, -1.162, 3.746], [-0.974, -0.205, 5.956], [-1.124, 0.947, 4.651], [1.420, -0.358, 5.710], [1.052, 1.353, 5.616], [2.447, 0.841, 3.724]],
  "lowdin_charge": [-0.511, 0.013, 1.975, -0.194, -0.204, -0.098, 0.017, -0.197, -0.053, -0.051, -0.124, -0.275, -0.266, -0.243, -0.245, -0.011, 0.097, 0.079, 0.098, -0.014, 0.098, 0.098, 0.073, 0.004, -0.001, 0.087, 0.117, 0.102, 0.080, 0.107, 0.094, 0.086, 0.094, -0.074, 0.003, 0.039, 0.048, -0.176, 0.006, 0.082, 0.549, -0.808, 0.018, -0.156, -0.163, -0.167, 0.007, 0.095, 0.129, 0.124, 0.121, 0.118, 0.127, 0.127, 0.120],
  "total_charge": 1,
  "gap_ev": [5.16, 6.84],
  "de_lowest_kj_mol": 0.0,
  "largest_force_ev_per_a": 4.8
}



{
  "formula": "C4H8N2O",
  "method": "ωB97M-V/def2-TZVPD",
  "elements": ["C", "C", "C", "N", "C", "N", "O", "H", "H", "H", "H", "H", "H", "H", "H"],
  "positions_angstrom": [[1.654, -1.202, -0.494], [0.999, -0.078, -0.200], [1.586, 1.234, 0.207], [-0.381, 0.203, -0.317], [-1.172, -0.642, 0.371], [-2.507, -0.468, 0.192], [-2.967, 0.570, -0.593], [1.063, -1.996, -0.967], [2.741, -1.262, -0.195], [1.232, 2.086, -0.439], [2.714, 1.112, 0.071], [1.246, 1.442, 1.256], [-0.887, -1.634, 0.919], [-3.142, -0.594, 0.963], [-2.177, 1.229, -0.771]],
  "nbo_charge": [-0.504, 0.170, -0.644, -0.580, 0.235, -0.290, -0.556, 0.212, 0.217, 0.232, 0.208, 0.218, 0.203, 0.378, 0.502],
  "smiles": "C=C(C)/N=C/NO",
  "gap_ev": 9.42,
  "de_lowest_kj_mol": 404.5,
  "largest_force_ev_per_a": 4.7
}